The following is a quantum chemistry calculation of a structure of composition C31H34FHfN8O7S3, from the OMol25 dataset.

Last column: Mulliken charge in e.
Atoms and positions in Å:
Hf (-0.1857, -0.1858, -0.2717)  1.89
F (4.5318, 4.9200, -0.0948)  -0.37
C (3.2183, 5.0546, 0.1929)  0.29
C (2.4000, 3.9655, 0.1811)  -0.56
C (1.0337, 4.1555, 0.4168)  0.93
C (0.1478, 2.9944, 0.3545)  1.62
O (0.6540, 1.8689, 0.1922)  -0.50
C (-1.2426, 3.2538, 0.4730)  -0.34
C (-1.6631, 4.5185, 0.7398)  -0.42
N (-0.8434, 5.5846, 0.8754)  0.24
C (-1.4027, 6.8936, 1.1341)  -0.32
C (-1.1127, 7.5523, 2.4525)  -0.43
C (-2.4827, 7.0168, 2.1616)  -0.99
C (0.5206, 5.4333, 0.6638)  0.00
C (1.3928, 6.5324, 0.6793)  -0.88
C (2.7380, 6.3450, 0.4492)  -1.78
N (3.6162, 7.4801, 0.4254)  0.55
C (4.7305, 7.4373, 1.3726)  -0.48
C (5.5127, 8.7559, 1.2436)  -0.70
N (4.6261, 9.7536, 0.5559)  -0.13
C (4.3799, 9.3620, -0.8793)  -0.87
C (4.0899, 7.8551, -0.9060)  -0.46
C (-2.2687, 2.1692, 0.2645)  0.06
O (-3.4111, 2.3556, 0.6309)  -0.71
O (-1.8200, 1.1313, -0.3567)  -0.66
H (2.7702, 2.9689, -0.0333)  0.56
H (-2.7227, 4.7049, 0.8543)  0.74
H (-1.4692, 7.5192, 0.2521)  0.44
H (-0.9646, 8.6233, 2.4601)  0.32
H (-0.5066, 6.9929, 3.1525)  0.24
H (-3.2814, 7.7132, 1.9548)  0.25
H (-2.7834, 6.1206, 2.6855)  0.36
H (1.0305, 7.5305, 0.8764)  0.50
H (5.4208, 6.6097, 1.1926)  0.40
H (4.3230, 7.3288, 2.3771)  0.44
H (6.4003, 8.6557, 0.6222)  0.34
H (5.8056, 9.1621, 2.2082)  0.38
H (5.0127, 10.6944, 0.6112)  0.31
H (3.7211, 9.7413, 1.0307)  0.40
H (5.2668, 9.6331, -1.4479)  0.38
H (3.5353, 9.9540, -1.2249)  0.41
H (4.9848, 7.2922, -1.1958)  0.35
H (3.3183, 7.6440, -1.6420)  0.48
N (-0.8147, -1.6183, 3.5648)  -0.30
C (-1.1153, -1.1562, 2.3615)  0.47
O (-0.4741, -0.1754, 1.8898)  -0.81
C (-2.2311, -1.7608, 1.5685)  -0.71
C (-1.9540, -1.6156, 0.0640)  -1.19
H (0.0028, -1.2569, 4.0298)  0.26
H (-1.1946, -2.5015, 3.8647)  0.26
H (-3.1263, -1.2008, 1.8634)  0.40
H (-2.3794, -2.7920, 1.8957)  0.43
H (-2.8277, -1.1906, -0.4305)  0.62
H (-1.8054, -2.6085, -0.3635)  0.39
S (2.4735, -0.2371, 0.6332)  -0.41
C (3.2833, -1.4683, -0.2300)  0.17
N (3.5582, -2.6789, 0.2445)  0.06
C (4.2934, -3.4891, -0.7220)  -0.54
C (4.1349, -2.6587, -2.0089)  -0.35
N (3.7436, -1.3546, -1.4764)  0.09
H (3.2632, -2.9903, 1.1629)  0.25
H (3.8602, -4.4846, -0.8107)  0.20
H (5.3392, -3.5818, -0.4246)  0.41
H (3.3452, -3.0525, -2.6522)  0.17
H (5.0596, -2.5984, -2.5776)  0.42
H (3.4776, -0.5649, -2.0560)  0.01
S (2.6678, 1.3427, -3.4557)  -0.53
C (1.2769, 0.8197, -2.8223)  0.61
N (0.2788, 0.4342, -2.3328)  -0.80
O (-0.2834, -4.7051, 2.5158)  -0.73
S (0.8373, -4.3219, 1.7044)  1.10
O (2.1307, -4.2627, 2.3498)  -0.76
N (0.5500, -2.9233, 0.9352)  0.12
C (0.6909, -3.0491, -0.3660)  0.23
O (0.6174, -2.0657, -1.1591)  -0.94
C (0.9095, -4.4457, -0.8428)  0.47
C (1.0290, -4.9167, -2.1364)  -0.37
C (1.2319, -6.2811, -2.3136)  -0.84
C (1.3125, -7.1421, -1.2231)  -0.51
C (1.1911, -6.6651, 0.0796)  -0.76
C (0.9865, -5.3119, 0.2339)  0.21
H (0.9498, -4.2382, -2.9763)  0.57
H (1.3209, -6.6856, -3.3132)  0.44
H (1.4655, -8.1998, -1.3916)  0.44
H (1.2489, -7.3303, 0.9306)  0.51

Forces on atoms 1 to 3 (eV/Å):
-0.06 -0.05 -0.04
-0.01 0.01 0.04
0.03 -0.03 -0.11

For the energy relative to the best compared isomer or geometry (same formula, charge and spin), the calculation gives 0.0 kJ/mol. As for the charge: +1. The total energy comes out at -95482.3915 eV. The largest force on an atom is 0.2 eV/A. The LUMO energy is -3.24 eV.